(1)
{"formula": "C20H15Cl24N3O5S", "method": "ωB97M-V/def2-TZVPD", "smiles": "[H]/N=C(/C)C[C@]1(C#C)OC(=O)O[C@@]1(CC=O)CCSc1nnco1.ClC(Cl)(Cl)Cl.ClC(Cl)(Cl)Cl.ClC(Cl)(Cl)Cl.ClC(Cl)(Cl)Cl.ClC(Cl)(Cl)Cl.ClC(Cl)(Cl)Cl", "e_lumo_ev": 0.0, "e_above_lowest_kcal_mol": 0.00, "spin_multiplicity": 1, "charge": 0, "energy_ev": -347056.189, "symbols": ["C", "C", "C", "C", "C", "C", "N", "O", "C", "O", "O", "C", "C", "C", "O", "C", "C", "S", "C", "N", "N", "C", "O", "H", "H", "H", "H", "H", "H", "H", "H", "H", "H", "H", "H", "H", "H", "H", "C", "Cl", "Cl", "Cl", "Cl", "C", "Cl", "Cl", "Cl", "Cl", "C", "Cl", "Cl", "Cl", "Cl", "C", "Cl", "Cl", "Cl", "Cl", "C", "Cl", "Cl", "Cl", "Cl", "C", "Cl", "Cl", "Cl", "Cl"], "xyz": [[-4.044, 1.397, -0.195], [-2.867, 1.479, 0.085], [-1.315, 1.534, 0.243], [-0.543, 1.388, -1.144], [-1.387, 0.747, -2.322], [-2.073, -0.668, -2.263], [-1.519, 1.381, -3.440], [-1.131, 2.960, 0.553], [-0.046, 3.167, 1.429], [0.448, 4.182, 1.799], [0.367, 1.866, 1.758], [-0.678, 0.840, 1.553], [0.205, -0.453, 1.349], [-0.595, -1.705, 0.835], [-0.283, -2.847, 1.133], [-1.484, 0.981, 2.929], [-2.253, -0.332, 3.372], [-3.990, -0.457, 2.675], [-4.107, -2.194, 2.213], [-4.742, -3.262, 2.807], [-4.536, -4.408, 2.121], [-3.746, -4.104, 1.030], [-3.514, -2.757, 1.088], [-5.103, 1.013, -0.310], [-0.294, 2.442, -1.487], [0.467, 0.878, -1.030], [-2.751, -0.824, -3.160], [-1.346, -1.528, -2.219], [-2.754, -0.782, -1.360], [-1.016, 2.278, -3.403], [1.062, -0.281, 0.628], [0.709, -0.720, 2.334], [-1.525, -1.562, 0.208], [-0.677, 1.147, 3.715], [-2.120, 1.917, 2.960], [-2.414, -0.240, 4.494], [-1.669, -1.287, 3.233], [-3.322, -4.736, 0.217], [-8.631, 1.186, -0.762], [-8.695, -0.492, -1.330], [-6.944, 1.629, -0.415], [-9.276, 2.261, -2.015], [-9.598, 1.349, 0.715], [4.791, 0.697, 0.646], [3.083, 1.014, 1.005], [5.804, 1.864, 1.512], [5.209, -0.949, 1.162], [5.057, 0.858, -1.099], [4.750, 5.865, 1.058], [5.137, 5.327, -0.589], [4.722, 7.637, 1.110], [3.162, 5.234, 1.527], [5.985, 5.261, 2.181], [3.961, 1.055, -5.239], [2.253, 1.241, -4.792], [4.964, 2.070, -4.184], [4.439, -0.641, -5.050], [4.187, 1.552, -6.926], [7.875, -3.025, -4.511], [6.402, -3.911, -4.953], [7.595, -2.129, -3.007], [9.206, -4.173, -4.278], [8.292, -1.890, -5.808], [0.572, -5.067, 3.921], [-1.112, -4.865, 3.399], [0.689, -4.759, 5.665], [1.102, -6.724, 3.578], [1.609, -3.922, 3.049]], "atomic_forces_ev_per_a": [[0.1, -1.1, 0.4], [1.3, -0.5, -0.4], [-1.7, 1.1, -0.2], [-0.1, -0.6, -0.6], [-0.1, 0.0, -0.9], [-0.5, 0.0, 0.5], [0.4, -0.6, 1.5], [1.3, 0.9, 1.5], [-1.1, -2.7, -1.0], [-0.7, -0.9, -0.5], [0.3, 1.3, 0.2], [1.1, 1.7, -0.1], [-0.6, -0.7, 0.2], [0.1, -0.7, 0.7], [-0.4, 1.8, -0.7], [0.3, -1.3, -0.2], [0.0, 0.5, 1.3], [0.6, -1.8, -0.4], [-0.8, -4.5, 0.1], [0.9, 2.7, -0.2], [2.0, 0.7, -2.9], [-2.1, 1.6, 3.7], [0.9, 0.5, -1.0], [2.6, 0.8, 0.1], [-0.5, -1.3, 0.6], [-1.3, 0.4, 0.0], [1.1, 0.5, 0.9], [-0.5, 1.0, -0.1], [0.9, 0.3, -1.0], [-0.3, -0.2, 0.0], [-1.3, 0.0, 0.7], [-0.7, 0.3, -1.1], [0.8, 0.3, 0.4], [-0.9, -0.3, -1.0], [0.5, -1.2, -0.3], [0.2, -0.2, -1.4], [-0.7, 1.1, -0.2], [-0.5, 0.8, 1.0], [-0.3, 0.0, 0.0], [0.1, 0.2, 0.1], [-1.3, 0.3, -0.1], [0.1, -0.1, 0.2], [0.2, 0.0, -0.2], [0.1, 0.0, 0.0], [0.4, 0.2, 0.0], [-0.2, -0.2, -0.2], [-0.1, 0.2, -0.1], [0.0, 0.0, 0.2], [-0.2, -0.1, 0.0], [0.0, 0.0, 0.2], [0.0, -0.2, 0.0], [0.3, 0.1, -0.1], [-0.1, 0.2, -0.1], [0.0, 0.0, 0.0], [0.2, 0.0, 0.0], [-0.1, -0.1, -0.2], [0.0, 0.2, 0.0], [0.0, -0.1, 0.2], [0.0, 0.0, 0.0], [0.1, 0.1, 0.0], [0.0, -0.1, -0.2], [-0.2, 0.1, 0.0], [-0.1, -0.1, 0.2], [0.0, 0.1, -0.1], [0.1, -0.1, 0.1], [0.0, 0.0, -0.2], [-0.1, 0.2, 0.0], [0.1, -0.3, 0.4]], "mulliken_charge": [2.09, -3.81, 2.02, -0.94, 0.54, -0.75, -0.80, -0.47, 0.47, -0.56, -0.28, 1.09, -0.60, -0.23, -0.48, -0.95, -0.57, -0.08, 0.28, -0.27, -0.42, 0.00, 0.00, 0.65, 0.49, 0.22, 0.37, 0.26, -0.04, 0.30, 0.07, 0.44, 0.19, 0.43, 0.31, 0.53, 0.29, 0.34, 0.33, -0.10, -0.12, -0.10, -0.09, 0.15, 0.01, -0.04, -0.12, -0.01, 0.28, -0.08, -0.11, 0.01, -0.10, 0.27, -0.05, -0.09, -0.04, -0.10, 0.32, -0.09, -0.05, -0.11, -0.08, 0.25, -0.05, -0.10, -0.10, -0.05]}

(2)
{"formula": "C20H15Cl8CuN6O2P", "method": "ωB97M-V/def2-TZVPD", "e_lumo_ev": [0.1, -0.2], "e_above_lowest_kcal_mol": 0.00, "spin_multiplicity": 2, "charge": 0, "energy_ev": -188128.024, "symbols": ["Cu", "C", "N", "C", "C", "N", "C", "P", "C", "N", "C", "C", "N", "C", "C", "N", "C", "C", "N", "C", "H", "H", "H", "H", "H", "H", "H", "H", "H", "H", "H", "H", "H", "H", "H", "Cl", "C", "C", "C", "Cl", "C", "Cl", "C", "Cl", "C", "Cl", "Cl", "C", "Cl", "Cl", "C", "O", "O"], "xyz": [[0.129, -0.387, -0.394], [-0.794, 4.196, 2.360], [-1.000, 2.817, 1.950], [-2.029, 2.014, 2.363], [-1.860, 0.817, 1.730], [-0.757, 0.884, 0.944], [-0.241, 2.099, 1.085], [1.238, 2.798, 0.285], [0.663, 2.583, -1.422], [-0.531, 2.144, -1.756], [-0.605, 2.266, -3.114], [0.560, 2.787, -3.598], [1.361, 3.012, -2.511], [2.750, 3.419, -2.552], [2.339, 1.371, 0.522], [1.949, 0.107, 0.558], [3.055, -0.649, 0.797], [4.135, 0.176, 0.924], [3.675, 1.452, 0.756], [4.503, 2.644, 0.761], [-1.575, 4.464, 3.066], [-0.851, 4.861, 1.501], [0.174, 4.310, 2.842], [-2.774, 2.363, 3.057], [-2.456, -0.078, 1.789], [-1.482, 1.963, -3.661], [0.898, 3.007, -4.597], [2.943, 3.928, -3.494], [3.406, 2.552, -2.482], [2.953, 4.116, -1.737], [3.004, -1.724, 0.842], [5.176, -0.029, 1.107], [5.441, 2.410, 1.257], [4.007, 3.444, 1.305], [4.714, 2.976, -0.255], [-0.476, -2.462, 1.807], [-1.369, -2.702, 0.329], [-1.185, -1.793, -0.702], [-1.875, -2.055, -1.881], [-1.678, -0.963, -3.213], [-2.718, -3.153, -2.032], [-3.544, -3.425, -3.515], [-2.887, -4.031, -0.965], [-3.929, -5.389, -1.125], [-2.208, -3.811, 0.231], [-2.406, -4.898, 1.545], [3.733, -2.622, -3.933], [3.055, -1.127, -3.330], [2.375, -0.191, -4.657], [4.383, -0.171, -2.562], [2.002, -1.368, -2.180], [2.084, -2.400, -1.541], [1.222, -0.382, -2.024]], "atomic_forces_ev_per_a": [[0.3, 0.1, 0.2], [0.0, 0.0, 0.0], [0.0, -0.1, 0.0], [0.0, 0.0, 0.0], [-0.1, 0.0, 0.0], [0.3, 0.1, -0.1], [-0.2, 0.0, 0.2], [-0.1, 0.0, 0.1], [0.0, 0.1, -0.2], [-0.1, 0.0, 0.1], [0.1, 0.0, -0.1], [0.0, 0.0, 0.0], [0.0, -0.2, 0.0], [0.0, 0.0, 0.0], [0.1, -0.1, 0.1], [0.0, 0.2, -0.2], [0.0, -0.1, 0.1], [0.0, -0.1, 0.1], [-0.1, 0.0, 0.0], [0.0, 0.1, 0.0], [0.0, 0.0, 0.0], [0.0, 0.0, 0.0], [0.0, 0.0, 0.0], [0.0, 0.0, 0.0], [0.0, 0.0, 0.0], [0.0, 0.0, 0.0], [0.0, 0.0, 0.0], [0.0, 0.0, 0.0], [0.0, 0.0, 0.0], [0.0, 0.0, 0.0], [0.0, 0.0, 0.0], [0.0, 0.0, 0.0], [0.0, 0.0, 0.0], [0.0, 0.0, 0.0], [0.0, 0.0, 0.0], [0.1, 0.0, 0.1], [-0.1, -0.1, -0.2], [-0.3, -0.3, -0.1], [0.1, 0.1, 0.2], [0.0, 0.0, -0.1], [0.1, 0.1, 0.0], [-0.1, -0.1, 0.0], [0.0, 0.0, 0.1], [-0.1, -0.1, 0.0], [0.0, 0.1, -0.2], [0.0, -0.1, 0.1], [0.0, -0.1, 0.0], [0.0, 0.1, 0.3], [0.0, 0.1, -0.1], [-0.1, 0.0, -0.1], [0.1, -0.1, 0.0], [0.0, 0.1, 0.0], [0.0, -0.1, -0.2]], "mulliken_charge": [-1.05, -0.82, 0.20, -0.74, -0.53, 0.49, 0.28, -0.32, 0.03, -0.18, -1.01, -0.26, 0.28, -0.72, 0.07, 0.39, -0.68, -0.65, 0.29, -0.86, 0.31, 0.33, 0.32, 0.40, 0.47, 0.60, 0.50, 0.38, 0.14, 0.33, 0.51, 0.45, 0.35, 0.34, 0.27, -0.18, 1.92, -2.05, 1.56, -0.19, -0.22, -0.20, 0.68, -0.20, -0.49, -0.21, -0.12, 0.68, -0.13, -0.18, 0.15, -0.66, -0.10]}

(3)
{"formula": "C20H15F3N2O4S2", "method": "ωB97M-V/def2-TZVPD", "smiles": "O=C(O)CCCc1cc2cc(C(F)(F)F)ccc2n1S(=O)(=O)c1ccc2scnc2c1", "e_lumo_ev": -0.3, "e_above_lowest_kcal_mol": 25.24, "spin_multiplicity": 1, "charge": 0, "energy_ev": -61973.195, "symbols": ["O", "O", "O", "F", "F", "F", "N", "O", "S", "C", "C", "C", "C", "C", "C", "C", "C", "C", "C", "C", "C", "C", "C", "C", "C", "N", "C", "C", "C", "C", "S", "H", "H", "H", "H", "H", "H", "H", "H", "H", "H", "H", "H", "H", "H", "H"], "xyz": [[-5.877, 1.781, 1.557], [-0.870, -2.977, -1.488], [-2.449, -2.095, 0.060], [5.572, 1.141, -2.308], [4.161, 2.683, -3.100], [4.814, 0.756, -4.278], [0.785, -1.030, 4.496], [-4.196, 3.332, 1.136], [3.140, -2.351, 4.536], [-4.924, 2.219, 0.862], [1.882, -1.311, 5.211], [-0.045, 1.865, -1.002], [-0.947, 0.863, -0.622], [2.254, -3.267, 1.981], [1.735, -1.092, -1.970], [2.986, -0.673, -2.450], [2.188, 1.627, -2.144], [1.381, -2.998, 0.910], [0.036, -1.536, 2.218], [0.910, -1.716, 3.336], [2.007, -2.545, 3.219], [1.022, 1.127, -1.643], [0.782, -0.248, -1.513], [3.145, 0.768, -2.552], [0.246, -2.240, 1.050], [-0.461, -0.362, -0.983], [4.450, 1.370, -3.074], [-4.822, 1.554, -0.529], [-2.242, 1.163, 0.074], [-3.383, 1.301, -1.124], [-0.994, -1.965, -0.401], [-4.347, 3.401, 2.115], [1.927, -0.625, 6.080], [-0.113, 2.920, -0.960], [3.229, -3.606, 1.641], [1.664, -2.227, -2.077], [3.772, -1.288, -2.863], [2.305, 2.644, -1.989], [1.730, -3.256, -0.089], [-0.823, -0.829, 2.355], [-5.103, 0.512, -0.544], [-5.506, 2.215, -1.112], [-2.112, 2.118, 0.667], [-2.435, 0.441, 0.835], [-3.318, 0.358, -1.663], [-3.156, 2.078, -1.857]], "atomic_forces_ev_per_a": [[3.5, 2.0, -0.9], [1.7, 2.7, 2.0], [4.6, 2.4, -0.2], [-1.2, 0.7, -0.4], [2.1, 0.0, -1.3], [-0.7, 1.8, 1.0], [2.7, -0.7, 1.6], [-0.6, -1.5, 1.3], [-2.1, 0.6, 0.2], [-3.9, -2.4, 0.0], [-1.9, 2.4, 0.1], [-0.5, -3.6, -0.5], [0.2, 3.5, 0.8], [-0.9, 2.5, -0.3], [2.7, -4.6, -1.4], [-1.4, 3.4, -0.1], [-0.4, -0.9, 0.5], [1.6, -1.2, -0.2], [-1.2, 0.3, 0.7], [-1.3, -0.3, -2.1], [1.8, -1.8, -2.5], [-1.0, 0.5, 1.4], [0.5, 2.0, -1.1], [2.2, -2.5, -0.3], [-1.6, 1.5, -0.2], [-1.9, -3.2, 1.1], [-0.5, -2.0, 0.5], [1.9, 0.4, -0.2], [-0.4, 1.6, -1.8], [0.6, 1.0, 1.9], [-3.7, -3.5, -0.5], [0.1, 0.6, -0.9], [0.8, -1.2, -0.1], [-0.4, 0.7, 0.3], [-0.1, -0.5, 0.8], [-0.7, 1.6, 0.6], [-0.3, -0.4, 0.2], [0.5, 1.8, -0.4], [-0.4, -0.5, 0.3], [0.8, -0.8, -0.2], [-1.5, 0.2, 0.9], [0.6, -0.8, -0.2], [-0.1, -0.9, -1.1], [-0.8, -0.9, 0.2], [-0.4, -0.1, 0.0], [0.7, 0.1, 0.4]], "mulliken_charge": [-0.57, -0.64, -0.64, -0.26, -0.26, -0.26, -0.61, -0.42, -0.15, 0.45, -0.13, -0.85, -0.15, -0.75, 0.13, -1.42, -0.75, 0.24, 0.10, -0.56, 0.73, 0.47, -0.06, 0.13, -0.03, 0.28, 0.75, -0.45, -0.82, -0.64, 1.17, 0.35, 0.44, 0.55, 0.33, 0.53, 0.45, 0.54, 0.26, 0.29, 0.27, 0.30, 0.44, 0.47, 0.39, 0.38]}

(4)
{"formula": "C20H15FN2O6S", "method": "ωB97M-V/def2-TZVPD", "smiles": "O=C(CCN1C(=O)S/C(=C\\c2ccc(F)cc2)C1=O)Nc1ccc(C(=O)O)c(O)c1", "e_lumo_ev": -2.6, "e_above_lowest_kcal_mol": 335.23, "spin_multiplicity": 1, "charge": 0, "energy_ev": -49788.987, "symbols": ["O", "C", "N", "C", "C", "C", "C", "C", "C", "H", "H", "C", "O", "O", "H", "O", "H", "H", "H", "C", "C", "N", "C", "O", "S", "C", "C", "C", "C", "C", "C", "C", "C", "H", "H", "F", "H", "H", "H", "C", "O", "H", "H", "H", "H"], "xyz": [[3.151, 3.201, -0.881], [2.285, 2.509, -0.738], [2.304, 1.290, -0.428], [3.289, 0.320, -0.255], [4.572, 0.584, -0.543], [5.540, -0.224, -0.146], [5.220, -1.599, 0.332], [3.954, -1.845, 0.200], [2.898, -0.951, 0.036], [1.963, -1.329, 0.246], [3.710, -2.688, 0.618], [6.298, -2.316, 0.269], [7.608, -2.318, 0.136], [6.044, -3.562, 0.756], [6.800, -4.221, 0.708], [6.770, 0.276, -0.240], [7.503, -0.595, -0.145], [4.744, 1.721, -0.586], [1.347, 0.859, -0.309], [0.676, 3.120, -0.677], [-0.044, 3.003, 0.480], [-1.444, 2.517, 0.627], [-2.456, 3.318, 0.620], [-2.548, 4.434, 0.910], [-3.898, 2.337, 0.153], [-2.836, 0.744, 0.199], [-3.279, -0.749, 0.028], [-4.556, -1.003, -0.095], [-4.744, -2.591, -0.128], [-5.844, -3.239, -0.263], [-7.029, -2.336, -0.304], [-7.039, -1.098, -0.207], [-5.757, -0.398, 0.034], [-5.783, 0.504, 0.126], [-7.965, -0.586, -0.019], [-8.185, -2.865, -0.308], [-5.914, -4.261, -0.642], [-3.753, -3.108, -0.034], [-2.471, -1.208, -0.036], [-1.611, 1.201, 0.368], [-0.490, 0.214, 0.327], [0.438, 2.468, 1.512], [-0.220, 3.963, 1.022], [0.709, 3.959, -1.126], [0.043, 2.546, -1.599]], "atomic_forces_ev_per_a": [[7.5, 6.6, -1.9], [-8.8, 0.6, 1.2], [-3.1, -7.4, 1.7], [-2.2, 0.9, -1.3], [-0.1, 5.6, 0.6], [2.6, -1.7, 0.5], [1.7, 10.2, -3.5], [-4.7, 1.7, 0.4], [2.8, -1.5, 0.2], [-2.1, -0.2, 0.2], [-1.8, -5.3, 1.4], [10.1, -9.8, 3.0], [-3.5, 4.1, -1.3], [-1.5, -2.5, 0.1], [-0.9, 1.9, -0.2], [2.6, -3.4, 0.4], [-2.3, 2.3, -0.1], [0.4, -2.0, -0.7], [1.0, 0.6, 0.1], [1.8, -8.3, -5.4], [-1.9, 0.6, 10.8], [5.8, -3.1, -1.9], [-4.2, -1.8, -0.7], [0.2, 4.2, 0.7], [0.1, -2.3, 0.2], [-7.0, -3.5, -1.3], [-0.6, 14.1, 1.5], [-4.9, -8.2, 0.5], [5.5, 3.2, 0.2], [-4.3, 0.2, -1.6], [2.7, -7.2, -0.2], [3.4, 8.7, 2.1], [-1.8, -8.8, -2.5], [-0.6, 10.5, 1.3], [-0.1, 0.3, -0.3], [-3.3, -2.7, -0.4], [-0.1, 0.1, 0.9], [-1.1, 0.3, -0.4], [6.7, -5.3, -0.4], [8.8, -5.3, 0.4], [-5.0, 5.5, 0.1], [-0.5, 0.8, -3.3], [0.7, 0.1, -0.8], [0.5, 6.6, -2.3], [1.7, 0.8, 2.3]], "mulliken_charge": [-0.52, 0.84, 0.08, 0.84, -0.33, 0.39, 0.10, -0.89, -1.15, 0.64, 0.56, 0.75, -0.79, -0.49, 0.34, -0.67, 0.45, 0.32, -0.10, -1.33, -0.85, 0.14, 0.77, -0.48, -0.33, 0.26, -0.79, 0.75, -0.59, -0.63, 0.62, -0.68, -0.52, 0.72, 0.39, -0.29, 0.36, 0.26, 0.95, -0.14, -0.74, 0.29, 0.54, 0.69, 0.27]}